{
  "formula": "C21H27N4O8PSTc",
  "method": "ωB97M-V/def2-TZVPD",
  "total_energy_ha": -2457.33882,
  "total_charge": 2,
  "homo_ev": [-13.18, -13.60],
  "s2": 0.769,
  "multiplicity": 2,
  "species": ["Tc", "N", "C", "S", "N", "N", "C", "C", "C", "C", "C", "C", "C", "O", "H", "H", "H", "H", "H", "H", "H", "O", "C", "O", "C", "C", "C", "C", "C", "N", "C", "O", "O", "H", "H", "H", "H", "H", "C", "C", "O", "P", "O", "C", "C", "O", "C", "C", "H", "H", "H", "H", "H", "H", "H", "H", "H", "H", "H", "H", "H", "H", "H"],
  "coordinates": [[0.83501, 0.40804, 0.89537], [-2.38880, 1.40752, 3.75730], [-1.33937, 1.39931, 2.90640], [-0.31806, -0.03050, 2.86051], [-1.10819, 2.39512, 2.12489], [-0.00224, 2.21115, 1.32817], [0.41700, 3.32839, 0.79047], [1.60461, 3.52470, 0.04919], [1.81085, 4.79465, -0.53907], [2.97638, 5.09153, -1.19006], [3.99207, 4.12416, -1.24825], [3.82742, 2.88563, -0.67374], [2.63201, 2.55825, -0.01811], [2.53310, 1.36562, 0.54341], [-2.40645, 0.74618, 4.51515], [-2.83979, 2.29397, 3.92569], [-0.21008, 4.19303, 0.98665], [1.02461, 5.53525, -0.45951], [3.12381, 6.06359, -1.63781], [4.92424, 4.35935, -1.74496], [4.61827, 2.14752, -0.69509], [0.98260, 0.02983, -3.29141], [1.09262, -0.03045, -1.99906], [0.63028, 0.82362, -1.23843], [1.90428, -1.15584, -1.46272], [2.67261, -2.01148, -2.23124], [3.52795, -2.88647, -1.57462], [3.63405, -2.81584, -0.19275], [2.82749, -1.92171, 0.49547], [1.93064, -1.16015, -0.12921], [2.94182, -1.53430, 1.93215], [3.72319, -2.17315, 2.76480], [2.32367, -0.55612, 2.31394], [0.48709, 0.82263, -3.56327], [2.61887, -1.96992, -3.31004], [4.14287, -3.57709, -2.13484], [4.35913, -3.43402, 0.32012], [4.17628, -2.93796, 2.38515], [-3.03255, -2.10545, -2.40019], [-1.66938, -2.48097, -1.88057], [-0.96116, -1.35775, -1.27150], [-1.25600, -0.62297, 0.11094], [-2.12735, -1.64176, 0.93190], [-1.70318, -2.86653, 1.59196], [-2.55026, -3.06182, 2.82183], [-2.19894, 0.59789, -0.11909], [-3.66483, 0.65670, -0.13047], [-4.12694, 1.28618, -1.41761], [-3.49054, -2.98402, -2.85526], [-2.96496, -1.32967, -3.16131], [-3.68847, -1.77163, -1.59693], [-1.01188, -2.79544, -2.68912], [-1.72076, -3.28761, -1.15082], [-0.64200, -2.78154, 1.83949], [-1.84042, -3.68212, 0.88350], [-2.40285, -2.24145, 3.52174], [-2.27060, -3.99411, 3.31213], [-3.60502, -3.11599, 2.55657], [-3.92523, 1.26754, 0.73181], [-4.06135, -0.34478, 0.02198], [-3.70278, 2.28279, -1.53081], [-5.21293, 1.37964, -1.40091], [-3.85148, 0.68080, -2.27991]],
  "forces_ev_per_a": [[0.2, 0.2, -0.3], [0.0, 0.0, 0.0], [0.1, 0.0, 0.0], [0.0, 0.1, -0.2], [-0.1, 0.1, 0.1], [0.0, 0.0, 0.0], [-0.1, 0.0, 0.1], [0.0, 0.0, -0.1], [0.0, 0.0, 0.0], [0.0, 0.0, 0.0], [0.0, 0.0, 0.0], [0.0, 0.0, 0.0], [0.1, 0.0, 0.0], [-0.1, -0.1, 0.0], [0.0, 0.0, 0.0], [0.0, 0.0, 0.0], [0.0, 0.0, 0.0], [0.0, 0.0, 0.0], [0.0, 0.0, 0.0], [0.0, 0.0, 0.0], [0.0, 0.0, 0.0], [0.0, 0.0, 0.0], [0.0, 0.0, 0.1], [0.0, 0.0, 0.1], [0.0, 0.0, 0.0], [0.0, 0.0, 0.0], [0.0, 0.0, 0.0], [0.0, 0.0, 0.0], [0.0, 0.0, -0.1], [0.1, 0.0, -0.1], [0.0, 0.0, 0.1], [0.0, 0.0, 0.0], [-0.2, -0.1, 0.2], [0.0, 0.0, 0.0], [0.0, 0.0, 0.0], [0.0, 0.0, 0.0], [0.0, 0.0, 0.0], [0.0, 0.0, 0.0], [0.0, 0.0, 0.0], [0.0, 0.0, 0.0], [0.1, 0.0, -0.1], [0.2, -0.1, 0.3], [-0.3, 0.0, 0.0], [0.1, 0.1, 0.0], [0.0, 0.0, 0.0], [0.0, -0.2, -0.1], [-0.1, 0.1, 0.1], [0.0, 0.0, 0.0], [0.0, 0.0, 0.0], [0.0, 0.0, 0.0], [0.0, 0.0, 0.0], [0.0, 0.0, 0.0], [0.0, 0.0, 0.0], [0.0, 0.0, 0.0], [0.0, 0.0, 0.0], [0.0, 0.0, 0.0], [0.0, 0.0, 0.0], [0.0, 0.0, 0.0], [0.0, 0.0, 0.0], [0.0, 0.0, 0.0], [0.0, 0.0, 0.0], [0.0, 0.0, 0.0], [0.0, 0.0, 0.0]]
}